DFT (ωB97M-V/def2-TZVPD) results for CH4FO3P in the gas phase.

```
10
Properties=species:S:1:pos:R:3:forces:R:3
H 3.616568 -0.321179 -0.526244 -1.4 1.7 1.4
O 0.946921 -0.772040 -0.451051 -2.8 1.3 -0.5
O 2.084100 -1.037441 0.181230 1.3 -0.2 1.6
O 2.929685 0.128336 0.099258 1.9 -1.8 -1.8
H -1.930883 -0.386237 -1.065513 -0.2 1.1 -2.4
H 0.556676 0.169161 1.390367 -1.5 -1.1 -0.9
C 0.002470 0.057303 0.392890 3.2 -0.1 -0.1
F 0.094802 1.348937 -0.058336 -0.6 -0.1 -0.5
P -1.568594 -0.882240 0.097661 1.0 -1.8 2.4
H -2.386365 -0.025350 0.761333 -0.8 0.8 0.8
```
Forces are in eV/Å.

highest occupied orbital energy: -10.29 eV
structure (SMILES): OOO[C@@H](F)P
HOMO-LUMO gap: 11.2 eV
energy above the lowest of the compared OMol25 structures with the same formula, charge and spin: 267.99 kJ/mol
LUMO energy: 0.897 eV
net charge: 0